#1
{"formula": "C4H8N2", "method": "wB97M-V/def2-TZVPD", "species": ["C", "C", "C", "C", "N", "N", "H", "H", "H", "H", "H", "H", "H", "H"], "positions_angstrom": [[2.8095, -0.2235, -0.4232], [1.8112, 0.1575, 0.3891], [0.3782, -0.3675, 0.3273], [-0.5863, 0.7357, -0.0613], [-1.8518, 0.6195, -0.2314], [-2.3922, -0.6180, -0.1168], [2.5809, -0.9503, -1.2250], [3.8110, 0.1526, -0.3114], [2.0076, 0.8738, 1.2138], [0.2544, -1.2343, -0.3583], [0.1335, -0.6889, 1.3419], [-0.1991, 1.7261, -0.2298], [-1.9699, -1.2273, 0.5997], [-3.3851, -0.4754, 0.0143]], "orbital_gap_ev": 10.0, "multiplicity": 1, "homo_ha": -0.32744}

---

#2
{"formula": "C4H8N2", "method": "wB97M-V/def2-TZVPD", "species": ["H", "N", "N", "H", "C", "C", "C", "C", "H", "H", "H", "H", "H", "H"], "positions_angstrom": [[-2.2341, -1.3379, -0.6155], [-2.3700, -0.3103, -0.6195], [-1.9715, 0.1787, 0.4579], [-2.2416, 1.2051, 0.5212], [0.4549, 0.1858, 1.0524], [0.3142, 1.0107, 0.0035], [1.0977, 0.1518, -0.9284], [1.2790, -0.8206, 0.2538], [-0.0506, 0.0821, 2.0319], [-0.2368, 1.9722, -0.0545], [2.0815, 0.7195, -1.1411], [0.7019, -0.2534, -1.7782], [2.2341, -0.8956, 0.7554], [0.9412, -1.8882, 0.0612]], "orbital_gap_ev": 9.5, "multiplicity": 1, "homo_ha": -0.31389}

---

#3
{"formula": "C4H8N2", "method": "wB97M-V/def2-TZVPD", "species": ["C", "N", "C", "C", "C", "N", "H", "H", "H", "H", "H", "H", "H", "H"], "positions_angstrom": [[-0.4482, 1.3599, 0.2441], [-0.3124, -0.0102, -0.1857], [-1.1037, -0.9247, 0.6099], [0.7885, -0.3582, -1.0441], [2.0607, -0.4436, -0.2809], [2.9501, -0.4479, 0.4582], [-1.4002, 1.7774, -0.1126], [0.3724, 1.9769, -0.1297], [-0.4428, 1.4444, 1.3425], [-1.0590, -0.6610, 1.6805], [-0.7915, -1.9682, 0.5242], [-2.1642, -0.8549, 0.3208], [0.9163, 0.4043, -1.8294], [0.6341, -1.2943, -1.5978]], "orbital_gap_ev": 9.4, "multiplicity": 1, "homo_ha": -0.31814}

---

#4
{"formula": "C4H8N2", "method": "wB97M-V/def2-TZVPD", "species": ["C", "C", "N", "N", "C", "C", "H", "H", "H", "H", "H", "H", "H", "H"], "positions_angstrom": [[-1.6648, 0.6338, -0.2230], [-0.3411, 0.8333, 0.3778], [0.7564, 0.9600, -0.6017], [1.7924, 0.7542, 0.4527], [0.6129, -0.2978, 0.2619], [0.7920, -1.6547, -0.3215], [-1.4365, -0.1109, -0.9004], [-1.9510, 1.3591, -0.9233], [-2.4019, 0.4319, 0.5408], [-0.2417, 1.4098, 1.2931], [1.7022, 1.3618, 1.2831], [-0.1168, -2.1703, -0.3247], [1.4322, -2.1809, 0.3736], [1.0656, -1.3294, -1.2884]], "orbital_gap_ev": 10.6, "multiplicity": 1, "homo_ha": -0.35172}

---

Q: Which of them is the least stable? A: #2.

---

#1
{"formula": "C4H8N2", "method": "wB97M-V/def2-TZVPD", "species": ["C", "N", "N", "C", "C", "C", "H", "H", "H", "H", "H", "H", "H", "H"], "positions_angstrom": [[-1.4038, 0.7804, 0.0363], [-1.8335, -0.4391, -0.0541], [-0.7450, -1.3182, -0.3371], [0.5819, -1.1300, 0.2407], [1.1291, 0.1896, -0.2339], [-0.0174, 1.3296, -0.0706], [-2.3022, 1.3587, 0.2091], [-1.1239, -2.3121, -0.2375], [0.4744, -1.1388, 1.2997], [1.2486, -1.9101, 0.0390], [2.0454, 0.4621, 0.4276], [1.6288, 0.1022, -1.2928], [0.0817, 2.0265, -0.8683], [0.2360, 1.9992, 0.8419]], "orbital_gap_ev": 9.3, "multiplicity": 1, "homo_ha": -0.30479}

---

#2
{"formula": "C4H8N2", "method": "wB97M-V/def2-TZVPD", "species": ["C", "C", "C", "N", "C", "N", "H", "H", "H", "H", "H", "H", "H", "H"], "positions_angstrom": [[-1.4046, 0.5726, 1.4827], [-0.7552, -0.3212, 0.7521], [0.3240, 0.0073, -0.2155], [0.7077, 1.3844, -0.2462], [0.2390, -0.7423, -1.4912], [1.3506, -0.9887, -0.4951], [-1.1863, 1.6233, 1.4110], [-2.1279, 0.2735, 2.2222], [-0.9618, -1.3788, 0.8581], [1.1129, 1.6462, 0.6471], [1.4085, 1.5276, -0.9644], [0.5377, -0.2465, -2.4057], [-0.5009, -1.5237, -1.6175], [1.2564, -1.8335, 0.0623]], "orbital_gap_ev": 10.3, "multiplicity": 1, "homo_ha": -0.33554}

---

Q: Which of them is the least stable? A: #1.

---

#1
{"formula": "C4H8N2", "method": "wB97M-V/def2-TZVPD", "species": ["C", "N", "C", "C", "C", "N", "H", "H", "H", "H", "H", "H", "H", "H"], "positions_angstrom": [[1.8385, 0.1249, 0.4771], [0.6615, -0.6529, 0.1101], [-0.5302, 0.1251, -0.5828], [-1.8234, -0.5779, -0.2653], [-0.4621, 1.5233, -0.3347], [-0.3705, 2.6743, -0.1803], [2.1619, 0.6922, -0.3992], [2.6396, -0.5512, 0.7842], [1.6089, 0.8365, 1.2763], [0.3323, -1.3074, 0.8176], [0.4502, -0.7496, -1.0125], [-2.6411, -0.0854, -0.7987], [-1.8059, -1.6209, -0.6048], [-2.0744, -0.5709, 0.8095]], "orbital_gap_ev": 8.5, "multiplicity": 1, "homo_ha": -0.28963}

---

#2
{"formula": "C4H8N2", "method": "wB97M-V/def2-TZVPD", "species": ["C", "C", "C", "N", "C", "N", "H", "H", "H", "H", "H", "H", "H", "H"], "positions_angstrom": [[-0.9364, 1.3203, -0.2818], [-0.3340, 0.3060, 0.6494], [1.5732, -0.6098, -0.6491], [0.2118, -0.8642, -0.1092], [-1.0545, -0.1472, 1.7667], [-1.5812, -0.5521, 2.7315], [-1.7544, 0.9351, -0.9252], [-0.1900, 1.7759, -0.9484], [-1.3559, 2.1396, 0.3079], [1.9082, -1.4536, -1.2594], [2.2292, -0.4458, 0.2042], [1.5331, 0.3009, -1.2467], [0.2513, -1.6587, 0.5329], [-0.4038, -1.1616, -0.8844]], "orbital_gap_ev": 7.4, "multiplicity": 1, "homo_ha": -0.26010}

---

#3
{"formula": "C4H8N2", "method": "wB97M-V/def2-TZVPD", "species": ["C", "N", "C", "C", "C", "N", "H", "H", "H", "H", "H", "H", "H", "H"], "positions_angstrom": [[-0.8271, 1.3839, -0.2886], [-0.3250, 0.0198, -0.3073], [-0.7484, -0.8136, 0.8130], [1.1920, 0.0152, -0.6816], [1.8733, -1.1446, -0.2379], [2.4115, -2.1282, 0.0795], [-1.9189, 1.3777, -0.2387], [-0.5066, 1.8890, -1.2038], [-0.4189, 1.9247, 0.5763], [-0.3445, -0.4017, 1.7475], [-0.3647, -1.8267, 0.6842], [-1.8408, -0.8381, 0.8559], [1.6582, 0.9720, -0.4613], [0.0484, -0.3020, -1.3610]], "orbital_gap_ev": 8.7, "multiplicity": 1, "homo_ha": -0.29653}

---

#4
{"formula": "C4H8N2", "method": "wB97M-V/def2-TZVPD", "species": ["C", "C", "C", "C", "H", "H", "H", "H", "H", "H", "H", "H", "N", "N"], "positions_angstrom": [[1.3718, 1.2764, 0.0329], [1.1244, -0.2457, 0.0543], [2.2293, -1.1457, -0.3096], [-0.2388, -0.6187, 0.1764], [0.6851, 1.6350, -0.7714], [2.4642, 1.4109, -0.1414], [1.1173, 1.6783, 1.0125], [-1.0877, 1.2933, -0.4579], [1.9286, -2.1787, -0.0451], [-0.4547, -1.7208, 0.5821], [-2.7813, -1.0237, -0.7223], [-2.5786, -0.5149, 0.9547], [-1.2210, 0.2720, -0.2906], [-2.5587, -0.1178, -0.0747]], "orbital_gap_ev": 7.5, "multiplicity": 1, "homo_ha": -0.28830}

---

Q: Which of them is the least stable? A: #4.

---

#1
{"formula": "C4H8N2", "method": "wB97M-V/def2-TZVPD", "species": ["H", "N", "C", "N", "C", "C", "C", "H", "H", "H", "H", "H", "H", "H"], "positions_angstrom": [[1.6056, -0.7941, 1.2301], [0.8164, -1.3771, 1.6184], [-0.2537, -1.1235, 1.0081], [-0.3751, -0.2321, -0.1169], [-1.7295, 0.2231, -0.4938], [0.5503, 0.7900, -0.3690], [1.8387, 0.4967, -0.6471], [-1.2140, -1.5689, 1.3333], [-2.3273, -0.8343, -0.5904], [-2.1717, 0.9768, 0.3433], [-1.7447, 0.8719, -1.6273], [0.1873, 1.8352, -0.2667], [2.6767, 1.2777, -0.6838], [2.1409, -0.5416, -0.7382]], "orbital_gap_ev": 9.7, "multiplicity": 1, "homo_ha": -0.32191}

---

#2
{"formula": "C4H8N2", "method": "wB97M-V/def2-TZVPD", "species": ["C", "C", "C", "C", "N", "N", "H", "H", "H", "H", "H", "H", "H", "H"], "positions_angstrom": [[-1.0388, 0.9883, -1.2529], [1.2226, 0.5773, -0.2295], [0.0161, 0.2787, -1.2802], [0.5439, 0.7585, 1.1023], [-0.1308, -1.6472, 1.1666], [-0.1291, -0.2998, 1.4927], [-1.8441, 0.8178, -1.8548], [-1.2312, 1.6726, -0.4825], [2.0079, -0.1443, -0.2406], [1.6794, 1.5658, -0.5062], [0.2869, -0.5954, -1.9397], [-0.9513, -2.1287, 1.4855], [0.1628, -1.6867, 0.2322], [-0.5944, -0.1567, 2.3070]], "orbital_gap_ev": 8.8, "multiplicity": 1, "homo_ha": -0.28831}

---

Q: Which of them is the least stable? A: #2.